# 1
The following is a DFT calculation (wB97M-V/def2-TZVPD) of C28H34N5O6V as an isolated structure at a distorted geometry.

The HOMO-LUMO gap (spin up / spin down) is 6.5715 / 5.5523 eV. Its spin multiplicity is 2. Its LUMO energy (spin up / spin down) is -2.95 / -3.06 eV. The calculation puts the largest force on an atom at 0.0293 Eh/bohr. The total charge is +1.

Geometry (Å):
V 0.1925 -0.7932 0.5949
C 4.2654 -1.8406 2.9087
N 4.2922 -1.1586 1.6136
C 5.5776 -1.1685 0.9166
C 3.1684 -0.7203 1.0746
O 2.0696 -0.8057 1.6625
C 3.1919 -0.0878 -0.3117
O 1.8988 0.3662 -0.6688
C 1.6948 1.7764 -0.5857
C 0.8366 2.1351 0.6140
O 0.2483 1.2243 1.2292
N 0.7171 3.4051 0.9713
C -0.1801 3.7781 2.0671
C 1.2121 4.5154 0.1593
H 5.1671 -1.5685 3.4531
H 4.2444 -2.9219 2.7665
H 3.3898 -1.5340 3.4681
H 6.3417 -0.7688 1.5807
H 5.5542 -0.5601 0.0190
H 5.8462 -2.1892 0.6431
H 3.4977 -0.8369 -1.0430
H 3.9085 0.7334 -0.3485
H 1.1530 2.0829 -1.4795
H 2.6563 2.2880 -0.5643
H -0.4461 2.8984 2.6406
H -1.0855 4.2370 1.6673
H 0.3292 4.4999 2.7029
H 2.0799 4.2334 -0.4284
H 1.5056 5.3267 0.8217
H 0.4293 4.8750 -0.5108
O -4.9301 -2.7223 -3.4436
C -5.0970 -2.2639 -2.2986
O -6.1220 -1.9069 -1.6889
C -3.7927 -2.0155 -1.5257
C -3.8284 -1.4929 -0.2314
C -2.6491 -1.1813 0.4064
N -1.4704 -1.3778 -0.2291
C -1.4025 -2.0246 -1.4156
C -2.5653 -2.3419 -2.0911
C -0.0502 -2.4969 -1.6775
C 0.3713 -3.0826 -2.8754
C 1.6062 -3.6698 -2.9370
C 2.4164 -3.6767 -1.7874
C 1.9796 -3.0376 -0.6647
N 0.7766 -2.3988 -0.5886
C -2.4248 -0.7874 1.7934
C -3.4193 -0.4082 2.6920
C -3.0755 -0.1082 3.9866
C -1.7309 -0.1752 4.3681
C -0.7917 -0.5191 3.4349
N -1.1143 -0.8374 2.1564
H -4.8077 -1.3655 0.2157
H -2.5891 -2.8605 -3.0431
H -0.2991 -3.0934 -3.7243
H 1.9442 -4.1492 -3.8459
H 3.3668 -4.1928 -1.7745
H 2.5674 -3.0399 0.2448
H -4.4479 -0.3695 2.3595
H -3.8334 0.1753 4.7047
H -1.4205 0.0435 5.3802
H 0.2622 -0.5563 3.6771
C -1.9452 2.3990 -3.1220
C -2.9554 2.6462 -1.9988
C -2.2308 2.1266 -0.7526
O -1.1071 1.3489 -1.2211
C -1.2806 1.1319 -2.6348
H -1.2165 3.2117 -3.1815
H -2.4153 2.2839 -4.0970
H -3.8600 2.0656 -2.1787
H -3.2440 3.6913 -1.9027
H -2.8703 1.4934 -0.1353
H -1.8334 2.9277 -0.1266
H -1.9273 0.2648 -2.7965
H -0.2994 0.9209 -3.0638

From a Löwdin analysis of the wavefunction, the atomic charges in e read: 1.04, 0.01, -0.11, 0.00, -0.40, -0.03, -0.08, -0.14, -0.07, -0.38, -0.04, -0.11, 0.00, 0.00, 0.10, 0.11, 0.09, 0.10, 0.09, 0.11, 0.14, 0.14, 0.14, 0.13, 0.09, 0.10, 0.10, 0.09, 0.10, 0.11, -0.02, -0.69, -0.02, -0.07, 0.09, -0.19, -0.01, -0.20, 0.07, -0.17, 0.01, -0.04, -0.05, -0.12, 0.01, -0.18, 0.01, -0.04, -0.04, -0.10, 0.00, 0.13, 0.13, 0.13, 0.12, 0.11, 0.11, 0.13, 0.12, 0.11, 0.11, -0.14, -0.13, -0.15, -0.20, -0.18, 0.11, 0.12, 0.12, 0.12, 0.11, 0.10, 0.12, 0.13

# 2
The following is a DFT calculation (wB97M-V/def2-TZVPD) of C28H34N7O4S2Tc as an isolated structure at a distorted geometry.

The HOMO-LUMO gap (spin up / spin down) is 7.2331 / 6.4758 eV. Its spin multiplicity is 2. Its LUMO energy (spin up / spin down) is -9.57 / -10.33 eV. The calculation puts the largest force on an atom at 0.0237 Eh/bohr. The total charge is +3.

Geometry (Å):
Tc -0.3465 0.9544 0.1540
C 2.5857 1.7844 -0.2625
C 2.3496 2.8360 0.8168
C 1.5561 2.4655 2.0613
C 2.0378 2.9296 3.2773
C 1.3441 2.6897 4.4507
C 0.1668 1.9642 4.3897
C -0.2592 1.5135 3.1585
N 0.3993 1.7604 2.0121
N 1.3827 1.4729 -1.0992
C 1.0766 2.6217 -2.0112
C 0.1686 3.5883 -1.3334
C 0.0425 4.9093 -1.7310
C -0.7081 5.7693 -0.9522
C -1.2640 5.2860 0.2282
C -1.1113 3.9563 0.5408
N -0.4477 3.0944 -0.2575
C 1.6031 0.2921 -1.9852
C 0.2794 -0.0466 -2.6090
C 0.1470 -0.6403 -3.8468
C -1.1280 -0.8815 -4.3401
C -2.2208 -0.4851 -3.5918
C -2.0118 0.1016 -2.3551
N -0.7828 0.3029 -1.8604
H 2.9076 0.8584 0.1965
H 3.3806 2.1266 -0.9300
H 1.9265 3.7487 0.3910
H 3.3414 3.1313 1.1585
H 2.9611 3.4927 3.2989
H 1.7186 3.0637 5.3947
H -0.4189 1.7495 5.2724
H -1.1780 0.9577 3.0703
H 0.6271 2.2495 -2.9301
H 2.0151 3.1074 -2.2856
H 0.5506 5.2564 -2.6214
H -0.8288 6.8067 -1.2355
H -1.8078 5.9344 0.9011
H -1.5074 3.5592 1.4629
H 1.9836 -0.5368 -1.3958
H 2.3502 0.5245 -2.7472
H 1.0251 -0.9125 -4.4177
H -1.2606 -1.3573 -5.3024
H -3.2305 -0.6279 -3.9504
H -2.8315 0.4104 -1.7244
O 0.3103 -6.8379 -1.3422
C -0.9932 -6.5840 -1.8196
N -1.5519 -5.5536 -0.9714
C -1.2851 -4.2539 -1.1942
O -0.7344 -3.8119 -2.1864
C -1.6927 -3.2684 -0.1132
C -2.5557 -3.4789 0.9504
C -2.7843 -2.4305 1.8374
C -2.1631 -1.2176 1.6269
N -1.3445 -0.9970 0.5780
C -1.1241 -2.0133 -0.2567
H 0.6734 -7.6052 -1.8002
H -1.6312 -7.4648 -1.7460
H -0.9890 -6.2103 -2.8425
H -1.8751 -5.8431 -0.0632
H -3.0621 -4.4245 1.0992
H -3.4448 -2.5498 2.6853
H -2.3215 -0.4018 2.3149
H -0.4758 -1.8686 -1.1057
O -3.8545 1.6601 2.3110
S -3.5948 1.7807 0.9006
N -2.2162 1.3656 0.4762
C 3.4349 -1.7103 1.0710
S 1.6839 -1.8320 0.7720
C 1.1873 -2.5724 2.3113
O 1.2146 -0.3539 0.8814
H 3.6090 -1.1083 1.9622
H 3.9134 -1.2790 0.1934
H 3.8085 -2.7265 1.2102
H 1.6305 -3.5701 2.3418
H 0.1032 -2.6587 2.3177
H 1.5418 -1.9614 3.1405

From a Löwdin analysis of the wavefunction, the atomic charges in e read: 1.61, -0.13, -0.08, -0.23, 0.02, 0.01, 0.00, -0.10, -0.05, -0.24, -0.07, -0.25, 0.03, 0.02, 0.01, -0.12, -0.03, -0.09, -0.28, 0.04, 0.02, 0.01, -0.09, -0.05, 0.09, 0.15, 0.13, 0.14, 0.13, 0.14, 0.13, 0.08, 0.14, 0.15, 0.14, 0.14, 0.13, 0.10, 0.09, 0.16, 0.14, 0.14, 0.13, 0.10, -0.02, -0.22, 0.11, -0.42, 0.08, -0.07, 0.05, 0.01, -0.12, -0.06, -0.13, 0.11, 0.14, 0.13, 0.14, 0.14, 0.14, 0.08, 0.09, -0.44, 0.89, -0.53, -0.20, 0.97, -0.19, -0.66, 0.08, 0.07, 0.09, 0.09, 0.05, 0.08

# 3
The following is a DFT calculation (wB97M-V/def2-TZVPD) of a 7-piece molecular cluster, C28H35Br2F6N2O20 overall at a distorted geometry.

The HOMO-LUMO gap is 5.9346 eV. Its LUMO energy is 1.59 eV. The calculation puts the largest force on an atom at 0.0357 Eh/bohr. The total charge is -1.

Geometry (Å):
C 8.7956 2.7200 3.9469
C 7.4731 3.1197 3.3677
Br 6.2463 3.9139 4.5701
C 7.0991 2.9560 2.1024
Br 8.4018 2.1182 0.9200
N 5.8408 3.2979 1.6055
C 5.0544 2.0321 1.4573
C 3.8906 2.1057 0.4905
C 2.7608 3.0273 0.9858
C 1.7890 2.2342 1.8618
C 0.6732 3.0915 2.4646
N 0.1987 4.1232 1.5261
C 5.9871 4.0602 0.3333
C 4.8839 5.1261 0.1074
O 4.2168 4.9934 -0.9377
O 4.8150 6.0186 0.9916
H 9.5795 3.3685 3.5604
H 8.7901 2.8126 5.0286
H 9.0220 1.6832 3.7125
H 4.6208 1.8275 2.4415
H 5.7232 1.1932 1.2502
H 3.4690 1.0948 0.4577
H 4.1801 2.3383 -0.5286
H 3.1519 3.8855 1.5253
H 2.2403 3.3766 0.1007
H 1.3393 1.4266 1.2842
H 2.3462 1.8063 2.6978
H -0.1492 2.4454 2.8026
H 1.0785 3.6096 3.3354
H -0.6967 4.4803 1.8428
H -0.0021 3.6749 0.6363
H 6.9156 4.6231 0.4165
H 6.0901 3.4078 -0.5326
C -2.8954 0.0292 -0.6344
C -1.9189 -0.2572 0.4798
O -0.7307 0.3523 0.0116
C -1.1018 1.3824 -0.8113
O -0.3935 2.2695 -1.1450
O -2.4013 1.2679 -1.1441
F -1.7035 -1.5949 0.6471
H -2.8601 -0.7247 -1.4215
H -3.9161 0.1409 -0.2824
H -2.1885 0.1798 1.4400
C -3.5489 4.3673 3.6517
C -2.4821 3.3473 3.9887
O -2.9758 2.1812 3.3486
C -3.7360 2.5797 2.2916
O -4.0670 1.8676 1.4042
O -4.0249 3.8945 2.3853
F -2.3929 3.1228 5.3207
H -4.3621 4.3407 4.3780
H -3.1680 5.3807 3.5654
H -1.4887 3.5754 3.5988
C -3.4769 3.0207 -4.9832
C -4.5245 2.2976 -5.8023
O -4.1820 0.9359 -5.5933
C -3.5689 0.8558 -4.3800
O -3.3839 -0.1588 -3.7894
O -3.2185 2.0744 -3.9404
F -4.4372 2.5821 -7.1236
H -2.5660 3.1858 -5.5593
H -3.8209 3.9632 -4.5683
H -5.5524 2.4606 -5.4739
C -7.5376 -2.0531 -3.0654
C -6.8433 -0.7198 -3.2175
O -6.9959 -0.1475 -1.9328
C -7.0812 -1.1727 -1.0342
O -6.9641 -1.0578 0.1352
O -7.3137 -2.3423 -1.6819
F -7.4601 0.0737 -4.1348
H -8.6086 -1.9653 -3.2540
H -7.1197 -2.8324 -3.6962
H -5.7808 -0.7857 -3.4600
C 0.4653 -4.1950 -0.3656
C -0.3801 -4.9539 0.6276
O 0.3317 -6.1766 0.7649
C 1.6462 -5.9034 0.5040
O 2.5444 -6.6315 0.7657
O 1.7773 -4.6974 -0.0792
F -1.6214 -5.2148 0.1509
H 0.1978 -4.4424 -1.3935
H 0.4218 -3.1181 -0.2291
H -0.4681 -4.4754 1.6037
C 0.8084 -9.2917 -0.5261
C 1.5552 -10.5725 -0.8091
O 1.4298 -10.6902 -2.2150
C 1.2984 -9.4282 -2.7245
O 1.4152 -9.1490 -3.8670
O 1.0217 -8.5497 -1.7318
F 0.9772 -11.6486 -0.2168
H -0.2602 -9.4672 -0.3940
H 1.1948 -8.7539 0.3350
H 2.6126 -10.5493 -0.5423

From a Löwdin analysis of the wavefunction, the atomic charges in e read: -0.19, -0.75, 0.74, -0.74, 0.72, -0.15, -0.18, -0.18, -0.19, -0.20, -0.29, 0.03, -0.15, -0.74, -0.07, -0.08, 0.07, 0.05, 0.05, 0.11, 0.09, 0.11, 0.10, 0.12, 0.10, 0.09, 0.11, 0.08, 0.11, 0.04, 0.04, 0.10, 0.09, -0.06, -0.29, 0.12, -0.54, 0.18, 0.07, 0.06, 0.13, 0.12, 0.16, -0.04, -0.31, 0.13, -0.53, 0.18, 0.08, 0.08, 0.14, 0.14, 0.13, -0.03, -0.31, 0.13, -0.55, 0.16, 0.09, 0.08, 0.15, 0.14, 0.17, -0.05, -0.31, 0.13, -0.55, 0.19, 0.07, 0.07, 0.14, 0.14, 0.15, -0.04, -0.31, 0.11, -0.56, 0.17, 0.09, 0.08, 0.15, 0.13, 0.17, -0.05, -0.31, 0.13, -0.55, 0.18, 0.07, 0.07, 0.15, 0.12, 0.17

- What is the largest force on an atom in the first record?
  0.0293 Eh/bohr

- Which of these has the highest total charge?
  C28H34N7O4S2Tc

- largest force on an atom of number 1 (C28H34N5O6V)?
  0.0293 Eh/bohr